Record 1
Density functional theory data (the ωB97M-V functional and the def2-TZVPD basis) for a structure of composition C4H4CsO at a distorted geometry.

As for the charge: -1. The HOMO-LUMO gap is 4.18 eV. The value obtained for the highest occupied orbital energy is -2.28 eV.

Last column: natural (NBO) charge in e.
Atoms and positions in Å:
H -2.0080 1.8018 -1.3020  0.16
C -2.2573 0.8455 -1.7730  -0.61
C -1.5113 -0.1863 -1.8291  -0.06
C -0.8174 -1.3518 -1.7241  -0.85
H -1.1616 -2.0963 -1.0016  0.19
H -0.0951 -1.7390 -2.4503  0.18
C 1.8929 0.3441 3.1393  -0.13
O 2.5473 1.3899 2.9068  -0.77
Cs 1.4046 0.9697 -0.2013  0.91
H 2.0059 0.0224 4.2354  -0.02

=====

Record 2
Density functional theory data (the ωB97M-V functional and the def2-TZVPD basis) for a structure of composition C35H32AsF6IN3Ru.

As for the charge: -1. Its expectation value of S² is 6.075. As for the spin multiplicity: 5. The HOMO-LUMO gap (alpha / beta) is 5.56 / 5.92 eV. The value obtained for the highest occupied orbital energy (alpha / beta) is -3.49 / -5.62 eV.

Last column: Löwdin spin population.
Atoms and positions in Å:
Ru 0.1598 0.3147 1.1492  1.56
C -0.3615 -2.5602 2.6958  0.00
N 0.4093 -1.7668 1.7588  0.01
C 1.2620 -2.3598 0.9811  0.01
C 1.8598 -1.6376 -0.0626  0.01
C 2.8235 -1.9631 -1.0103  0.04
C 2.9538 -0.8434 -1.8362  0.03
C 2.0623 0.1178 -1.3643  0.03
N 1.3981 -0.3476 -0.2944  0.02
C 0.2914 -2.7474 4.0524  0.00
C 1.3878 -1.9949 4.4531  0.00
C 1.9340 -2.1689 5.7208  0.00
C 1.3941 -3.0983 6.5985  0.00
C 0.3047 -3.8636 6.1977  0.00
C -0.2377 -3.6890 4.9330  0.00
H -0.5903 -3.5432 2.2745  0.00
H -1.3203 -2.0556 2.8324  0.00
H 1.4836 -3.4208 1.1002  0.00
H 3.3517 -2.9020 -1.0814  0.00
H 3.5834 -0.7357 -2.7046  0.00
H 1.8615 1.0874 -1.7884  0.00
H 1.8220 -1.2706 3.7735  0.00
H 2.7893 -1.5725 6.0156  0.00
H 1.8224 -3.2348 7.5841  0.00
H -0.1184 -4.6009 6.8693  0.00
H -1.0852 -4.2922 4.6225  0.00
I 2.3446 1.3403 2.4496  0.31
C -0.1340 0.9112 3.9326  0.58
C -0.5153 0.9729 5.2586  0.07
C -1.8555 0.7784 5.5278  0.02
C -2.7374 0.5400 4.4757  -0.02
C -2.2565 0.4960 3.1845  0.02
N -0.9488 0.6866 2.9257  0.06
H 0.2082 1.1621 6.0395  0.01
H -2.2178 0.8069 6.5489  0.01
H -3.7940 0.3902 4.6500  0.00
H -2.8869 0.3094 2.3250  0.00
C -1.4893 -0.2934 0.3141  -0.02
C -2.5309 -0.6962 -0.1650  0.15
C -3.7360 -1.1711 -0.7781  0.02
C -4.0134 -0.8473 -2.1087  0.02
C -5.1902 -1.2909 -2.6908  0.00
C -6.0991 -2.0471 -1.9606  0.02
C -5.8265 -2.3715 -0.6365  0.00
C -4.6482 -1.9395 -0.0481  0.02
H -3.3017 -0.2540 -2.6677  0.00
H -5.3973 -1.0409 -3.7239  0.00
H -7.0190 -2.3850 -2.4220  0.00
H -6.5307 -2.9635 -0.0643  0.00
H -4.4213 -2.1912 0.9812  0.00
F -0.5888 0.0932 -2.6896  0.00
As -0.6595 0.4074 -4.3973  0.00
F -2.3123 0.9272 -4.2438  0.00
F -0.1223 2.0361 -4.1089  0.00
F -0.7223 0.7271 -6.0945  0.00
F 0.9921 -0.1026 -4.5483  0.00
F -1.2034 -1.2146 -4.6652  0.00
C 0.6568 4.4349 -0.2943  0.01
C -0.2191 3.4868 0.4933  0.09
C -0.3479 3.9286 1.9325  0.01
C -0.1861 2.0535 0.0743  0.10
C -1.4844 2.8884 -0.1776  0.07
C -1.7843 3.1701 -1.5846  0.20
C -3.0508 3.0968 -2.0799  0.01
C -4.1486 2.7921 -1.2491  0.28
C -3.9235 2.5974 0.1296  0.01
C -2.6703 2.6595 0.6586  0.19
H 1.6448 4.4741 0.1751  0.00
H 0.2395 5.4472 -0.2959  0.00
H 0.7931 4.1181 -1.3267  0.00
H 0.6452 4.1168 2.3478  0.00
H -0.8312 3.1936 2.5688  0.00
H -0.9255 4.8565 1.9871  0.00
H 0.3244 1.9337 -0.8726  0.00
H -0.9685 3.3776 -2.2621  0.01
H -3.2047 3.2449 -3.1412  0.00
H -5.1483 2.7257 -1.6581  0.02
H -4.7630 2.3809 0.7833  -0.01
H -2.5424 2.5298 1.7217  0.01

=====

Record 3
Density functional theory data (the ωB97M-V functional and the def2-TZVPD basis) for the ion C3H11NOP with charge +1 at a distorted geometry.

As for the charge: +1. As for the SMILES: CC[NH2+][C@H](O)P. The HOMO-LUMO gap is 10.60 eV. The value obtained for the highest occupied orbital energy is -14.04 eV.

Last column: natural (NBO) charge in e.
Atoms and positions in Å:
C -1.9516 0.6369 -0.1223  -0.67
C -1.3160 -0.7137 -0.1702  -0.24
N 0.0989 -0.7200 -0.5653  -0.52
C 1.0126 -0.0836 0.3565  0.00
O 1.0894 1.2731 0.1863  -0.70
P 2.8460 -0.6105 -0.1935  0.24
H -1.5615 1.2380 0.7382  0.21
H -1.8227 1.2788 -1.0199  0.24
H -3.0804 0.7147 0.1010  0.29
H -1.6933 -1.4450 -0.8219  0.23
H -1.4884 -1.1124 0.8343  0.24
H 0.1625 -0.1547 -1.3802  0.44
H 0.4024 -1.6626 -0.7098  0.45
H 0.8109 -0.3208 1.5175  0.23
H 0.2175 1.6591 0.3447  0.49
H 3.3613 -0.7555 1.2623  0.05
H 2.9124 0.7782 -0.3577  0.04